Entry 1:
{"formula": "C21H33Cl22NNb", "method": "ωB97M-V/def2-TZVPD", "elements": ["C", "C", "C", "Nb", "C", "Cl", "C", "C", "Cl", "C", "C", "C", "N", "C", "C", "H", "H", "H", "H", "H", "H", "H", "H", "H", "H", "H", "H", "H", "C", "Cl", "Cl", "H", "H", "C", "Cl", "Cl", "H", "H", "C", "Cl", "Cl", "H", "H", "C", "Cl", "Cl", "H", "H", "C", "Cl", "Cl", "H", "H", "C", "Cl", "Cl", "H", "H", "C", "Cl", "Cl", "H", "H", "C", "Cl", "Cl", "H", "H", "C", "Cl", "Cl", "H", "H", "C", "Cl", "Cl", "H", "H"], "positions_angstrom": [[-6.1688, -1.3333, 1.2446], [-6.0244, -1.6587, 0.0949], [-5.7990, -2.1216, -1.2665], [-3.5967, -2.5996, -1.6701], [-3.9773, -4.3146, -3.1800], [-5.6332, -4.5515, -3.7375], [-3.0522, -5.1399, -3.6787], [-1.5879, -5.0846, -3.3518], [-3.4347, -6.4221, -4.8213], [-3.4085, -1.1866, -3.4729], [-2.3045, -0.3545, -3.7011], [-2.2406, 0.4427, -4.8350], [-3.1832, 0.4808, -5.7806], [-4.2493, -0.2917, -5.5595], [-4.4053, -1.1211, -4.4546], [-6.2677, -0.9335, 2.2229], [-6.4133, -3.0141, -1.3967], [-6.1082, -1.2983, -1.9153], [-1.7958, -2.8020, -1.5059], [-3.6978, -3.6791, -0.1933], [-3.3170, -1.1711, -0.6609], [-1.3847, -5.5960, -2.4116], [-1.0412, -5.6278, -4.1208], [-1.2110, -4.0666, -3.3405], [-1.4891, -0.3316, -2.9889], [-1.3781, 1.0842, -4.9740], [-5.0331, -0.2593, -6.3092], [-5.3090, -1.7150, -4.3834], [0.8609, 2.9708, -6.5434], [1.2340, 1.5863, -5.5053], [-0.5798, 3.8377, -6.0115], [1.7031, 3.6511, -6.5179], [0.6937, 2.6030, -7.5482], [-1.1205, -0.1521, 1.9845], [-2.8584, -0.1327, 1.6840], [-0.3858, -1.7062, 1.5601], [-0.6576, 0.6220, 1.3827], [-0.9403, 0.0309, 3.0338], [4.5597, 0.0002, -4.1121], [5.7953, -0.0212, -5.3760], [5.1885, 0.6455, -2.5884], [3.7422, 0.6299, -4.4388], [4.2148, -1.0121, -3.9414], [0.4788, 0.9096, 6.0243], [0.8988, -0.8040, 6.0521], [0.6137, 1.5951, 4.3965], [-0.5445, 1.0245, 6.3600], [1.1582, 1.4424, 6.6748], [7.0867, 3.2537, -0.3444], [6.5760, 1.9259, 0.7036], [8.8379, 3.4996, -0.3112], [6.7915, 3.0180, -1.3601], [6.6065, 4.1630, -0.0052], [4.2138, 2.1232, 5.3506], [3.1177, 3.2462, 6.1740], [4.9973, 1.0191, 6.4819], [3.6289, 1.5440, 4.6451], [4.9746, 2.7023, 4.8426], [1.7195, 5.8023, 8.6651], [0.8054, 5.4970, 10.1470], [2.7414, 7.2374, 8.7951], [2.3527, 4.9438, 8.4747], [1.0167, 5.9510, 7.8545], [-5.8316, -6.4677, 0.8143], [-6.1313, -4.8099, 1.3297], [-4.1299, -6.9353, 0.9763], [-6.4224, -7.1381, 1.4268], [-6.1087, -6.5562, -0.2298], [8.6759, 2.7871, -6.9799], [8.0525, 3.1947, -5.3775], [7.9867, 1.2864, -7.6090], [8.4233, 3.5904, -7.6608], [9.7498, 2.6669, -6.9095], [-0.1666, 1.9474, 10.8066], [0.3347, 2.2897, 9.1483], [0.8183, 0.6883, 11.5558], [-0.0625, 2.8586, 11.3839], [-1.1977, 1.6172, 10.7893]], "atomic_forces_ev_per_a": [[-0.10, 0.36, 0.08], [0.07, -0.24, -0.10], [0.41, 0.60, 1.78], [-1.41, -1.12, -1.43], [0.33, -0.06, -0.41], [-0.13, 0.06, 0.09], [-0.13, 0.27, 0.07], [0.07, -0.42, -0.39], [-0.06, -0.15, -0.01], [0.27, -0.04, 0.23], [-0.24, -0.06, -0.16], [0.05, -0.06, 0.09], [-0.06, -0.02, 0.22], [-0.02, -0.09, 0.05], [0.25, 0.21, -0.08], [-0.01, -0.12, 0.06], [0.13, -0.10, -0.43], [0.10, -0.25, -0.45], [-0.12, 0.37, 0.80], [0.28, -0.03, 0.05], [0.19, 0.36, -0.49], [0.04, 0.20, 0.17], [0.07, 0.03, -0.05], [-0.07, 0.10, 0.27], [0.06, 0.07, 0.01], [-0.06, 0.03, -0.14], [0.01, 0.05, -0.11], [-0.03, -0.05, 0.00], [0.04, 0.04, -0.07], [0.11, 0.00, 0.00], [0.01, 0.01, 0.00], [0.01, 0.00, 0.05], [-0.06, -0.04, 0.02], [-0.12, -0.01, -0.06], [0.06, 0.12, 0.32], [0.05, 0.02, 0.02], [0.00, -0.04, -0.06], [-0.06, -0.09, -0.01], [-0.07, -0.02, -0.04], [-0.08, 0.00, 0.04], [-0.01, -0.01, 0.07], [0.02, 0.07, -0.02], [0.07, -0.03, 0.05], [-0.08, -0.07, 0.01], [0.01, 0.01, 0.02], [0.07, 0.12, 0.07], [-0.03, -0.04, -0.06], [0.09, 0.00, -0.05], [-0.06, 0.01, -0.07], [-0.01, 0.00, 0.01], [0.00, 0.02, -0.01], [0.03, -0.05, -0.01], [0.02, 0.00, 0.05], [0.00, -0.10, -0.08], [0.08, 0.16, 0.05], [0.00, 0.00, -0.01], [-0.05, -0.01, 0.04], [0.02, 0.04, 0.04], [0.02, -0.12, -0.08], [-0.02, 0.20, 0.13], [0.00, 0.00, -0.01], [0.03, 0.00, 0.05], [-0.03, 0.04, 0.02], [-0.07, 0.02, -0.03], [-0.04, -0.04, 0.00], [0.00, -0.03, 0.01], [0.02, 0.00, 0.03], [0.08, 0.03, -0.03], [0.03, 0.02, -0.01], [0.01, 0.02, 0.00], [0.07, 0.02, -0.09], [-0.05, 0.00, 0.00], [0.00, -0.04, 0.04], [-0.04, 0.07, 0.08], [-0.01, -0.14, -0.09], [-0.01, 0.01, 0.01], [0.06, 0.01, -0.02], [0.01, -0.05, -0.04]], "spin_multiplicity": 1, "total_charge": -1, "de_lowest_kj_mol": 0.00}



Entry 2:
{"formula": "C21H33ClN2O4P", "method": "ωB97M-V/def2-TZVPD", "elements": ["C", "C", "C", "C", "C", "C", "C", "C", "C", "C", "C", "Cl", "C", "O", "C", "C", "C", "N", "C", "P", "O", "O", "O", "H", "H", "H", "H", "H", "H", "H", "H", "H", "H", "H", "H", "H", "H", "H", "H", "H", "H", "H", "H", "H", "H", "H", "H", "H", "H", "H", "H", "N", "C", "C", "C", "C", "C", "H", "H", "H", "H", "H"], "positions_angstrom": [[1.6419, -2.0126, 3.4104], [0.9424, -0.8008, 4.3268], [0.8549, 0.5476, 3.3648], [2.1975, 1.4877, 3.4063], [2.9470, 1.6397, 1.9189], [1.8822, 2.2115, 0.8074], [1.2281, 1.1107, -0.2331], [0.1217, 1.6202, -1.3304], [-0.5371, 0.4607, -2.3137], [0.5244, -0.6931, -2.7954], [0.2540, -2.1796, -2.1069], [-1.2112, -3.0791, -2.8233], [-0.2714, 3.2125, -1.3399], [-1.3034, 3.7485, -2.2837], [-2.5615, 3.1416, -1.7743], [-3.8309, 4.1775, -1.7083], [-5.1550, 3.2533, -1.2767], [0.3645, 4.2045, -0.3560], [1.4067, 3.7769, 0.6981], [2.0536, 5.1478, 1.8605], [3.3665, 4.7787, 2.6630], [0.7767, 5.6024, 3.0090], [2.3046, 6.6066, 0.8817], [2.7657, -2.0861, 3.7280], [1.1089, -3.0486, 3.5476], [1.6325, -1.7524, 2.2588], [1.4989, -0.6252, 5.3411], [-0.1873, -1.1569, 4.4681], [0.5438, 0.1678, 2.3020], [-0.0437, 1.2322, 3.7421], [2.9557, 1.1670, 4.2518], [1.8592, 2.5999, 3.6775], [3.3343, 0.5373, 1.6739], [3.9356, 2.2917, 2.0202], [1.5153, -0.0476, -0.2182], [-1.1459, 0.9035, -3.2204], [-1.3458, -0.0974, -1.6357], [1.6455, -0.4253, -2.5577], [0.3893, -0.8286, -3.9521], [1.2076, -2.8343, -2.3915], [0.2058, -2.1488, -0.9381], [-2.3405, 2.7941, -0.6548], [-2.8727, 2.1733, -2.3807], [-4.0897, 4.6817, -2.7354], [-3.5698, 4.9723, -0.8567], [-5.9414, 3.8472, -0.6452], [-4.7062, 2.4096, -0.5643], [-5.5774, 2.7697, -2.2567], [0.0670, 5.2157, -0.4139], [1.0778, 6.4854, 3.4200], [2.9362, 6.4158, 0.1274], [1.0325, -7.7825, -2.5513], [0.3195, -8.8346, -2.0931], [-0.9492, -8.7264, -1.5467], [-1.5229, -7.4622, -1.4600], [-0.8126, -6.3589, -1.9218], [0.4489, -6.5682, -2.4556], [0.8112, -9.7992, -2.1795], [-1.4772, -9.6062, -1.1967], [-2.5152, -7.3378, -1.0365], [-1.2315, -5.3605, -1.8680], [1.0414, -5.7394, -2.8328]], "atomic_forces_ev_per_a": [[0.56, 0.36, 0.43], [-0.98, -0.57, -1.98], [-0.55, 0.18, 1.20], [-0.49, 1.46, -0.41], [0.34, -0.62, 0.81], [-1.73, 0.71, -1.90], [-1.90, 4.34, -0.90], [2.18, 1.09, 2.51], [-0.72, 0.03, 0.93], [-0.30, -0.67, -0.09], [2.03, 0.25, -0.32], [1.26, 1.41, 0.72], [1.05, -0.30, 0.73], [2.70, -2.06, 3.83], [-2.14, -0.86, 1.23], [-0.14, -0.31, 0.55], [1.55, -0.25, 0.40], [0.48, -4.59, -0.67], [-1.27, -3.41, -1.88], [3.47, 1.87, 3.49], [-4.94, 0.78, -3.45], [3.01, 0.58, -2.80], [-0.64, -3.53, 0.76], [-2.08, -0.15, -0.70], [1.15, 2.08, -0.13], [-0.13, -0.44, 2.31], [-1.20, -0.33, -2.03], [2.53, 0.94, 0.15], [0.79, 0.84, 1.86], [1.89, -1.52, -0.78], [-1.43, 0.46, -2.01], [0.79, -2.44, -0.42], [-1.18, 2.43, -0.13], [-2.49, -1.02, -0.34], [-0.57, 2.96, 0.13], [1.56, -0.62, 1.93], [1.64, 1.31, -1.37], [-2.26, -0.36, -0.55], [0.46, 0.27, 2.28], [-2.23, 1.33, 0.62], [-0.30, -0.03, -2.26], [-0.79, 0.68, -2.37], [0.89, 2.10, 0.99], [0.93, -0.84, 2.06], [-0.73, -1.59, -2.08], [1.50, -1.09, -1.56], [-1.27, 1.59, -1.52], [0.58, 0.94, 2.13], [0.41, -1.49, 0.02], [-0.49, -1.77, -0.82], [-0.77, 0.15, 1.30], [-0.92, 0.16, 0.41], [0.60, 0.65, -0.36], [-0.13, 0.28, 0.02], [0.03, -0.06, 0.00], [-0.16, -0.23, 0.15], [0.42, -0.86, -0.06], [-0.07, 0.06, 0.02], [0.07, 0.07, -0.04], [0.11, -0.02, -0.05], [0.09, -0.30, 0.02], [-0.05, -0.02, 0.00]], "spin_multiplicity": 1, "total_charge": 1}



Number 1: LUMO energy 1.549 eV. Number 2: LUMO energy -5.457 eV.